# 1
Formula: C29H29NO2
Source: OMol25
Level of theory: ωB97M-V with the def2-TZVPD basis set

Properties
HOMO ... -7.19 eV
Total energy ... -1327.6962 Ha
Molar mass ... 423.56 g/mol
LUMO ... 0.49 eV
Gap between HOMO and LUMO ... 7.7 eV

Element x y z (Å)
C 0.686 -5.171 3.318
N 0.169 -3.866 3.662
C 0.066 -3.666 5.092
C 0.075 -2.833 2.773
C 0.170 -3.041 1.371
C 0.206 -1.960 0.488
C -0.073 -0.659 0.934
C -0.253 0.568 0.009
C 0.394 0.483 -1.264
C 0.398 1.845 -2.016
O 0.030 2.911 -1.572
C 0.866 1.867 -3.468
C 1.445 0.561 -4.027
C 1.587 0.706 -5.546
C 2.829 0.301 -3.441
C 0.501 -0.602 -3.660
C -0.202 -0.488 -2.303
O -1.180 -1.192 -2.122
C 0.226 1.805 0.811
C 1.482 2.008 1.354
C 1.678 3.171 2.119
C 0.643 4.088 2.319
C -0.635 3.856 1.788
C -0.825 2.703 1.033
C -2.053 2.162 0.440
C -3.344 2.680 0.463
C -4.376 1.889 -0.049
C -4.128 0.579 -0.472
C -2.836 0.042 -0.378
C -1.784 0.886 -0.087
C -0.245 -0.472 2.314
C -0.120 -1.506 3.230
H 1.017 -5.215 2.283
H 1.530 -5.412 3.978
H -0.086 -5.932 3.483
H -0.647 -2.872 5.339
H -0.278 -4.606 5.539
H 1.047 -3.413 5.532
H 0.214 -4.056 0.972
H 0.411 -2.176 -0.560
H 1.448 0.184 -1.086
H 1.604 2.682 -3.565
H -0.012 2.140 -4.078
H 0.627 0.922 -6.033
H 2.275 1.530 -5.772
H 1.998 -0.208 -5.987
H 2.814 0.212 -2.351
H 3.219 -0.633 -3.864
H 3.494 1.125 -3.724
H -0.295 -0.668 -4.421
H 1.051 -1.562 -3.667
H 2.268 1.268 1.195
H 2.663 3.350 2.549
H 0.824 4.995 2.893
H -1.473 4.536 1.929
H -3.498 3.688 0.853
H -5.387 2.285 -0.110
H -4.922 -0.052 -0.873
H -2.672 -1.017 -0.562
H -0.458 0.522 2.704
H -0.171 -1.270 4.292

***

# 2
Formula: C29H30BrF6N4O3S3SbSn
Source: OMol25
Level of theory: ωB97M-V with the def2-TZVPD basis set

Properties
HOMO (spin up / spin down) ... -13.27 / -13.24 eV
Total energy ... -6389.6194 Ha
Molar mass ... 1013.15 g/mol
Total charge ... +2
LUMO (spin up / spin down) ... -7.42 / -8.54 eV
Gap between HOMO and LUMO (spin up / spin down) ... 5.9 / 4.7 eV

Element x y z (Å)
Sn 0.351 -0.510 -0.211
O -1.739 3.842 0.565
C -1.642 3.944 1.915
C -2.148 5.079 2.534
C -1.991 5.246 3.896
C -1.337 4.283 4.666
C -0.879 3.131 4.076
C -1.038 2.924 2.692
C -0.626 1.676 2.071
O -0.702 1.485 0.816
N -0.122 0.741 2.919
N 0.190 -0.393 2.355
C 0.865 -1.217 3.150
S 1.300 -0.791 4.764
C 1.854 -2.474 5.189
C 2.452 -3.099 3.950
S 1.328 -2.752 2.559
H -1.252 3.019 0.333
H -2.638 5.831 1.930
H -2.369 6.143 4.368
H -1.199 4.444 5.725
H -0.381 2.369 4.656
H 0.984 -3.023 5.549
H 2.585 -2.394 5.991
H 2.541 -4.181 4.037
H 3.425 -2.674 3.701
C -3.897 4.694 -1.696
Sb -3.288 2.633 -1.599
C -4.428 1.922 0.072
C -4.373 1.746 -3.246
H -4.968 4.695 -1.894
H -3.366 5.211 -2.491
H -3.673 5.148 -0.736
H -5.465 1.862 -0.257
H -4.329 2.634 0.887
H -4.075 0.942 0.384
H -5.346 2.237 -3.264
H -4.488 0.680 -3.069
H -3.850 1.913 -4.185
C 4.307 1.046 0.395
C 3.596 -0.304 0.304
O 2.255 -0.220 0.602
C 3.780 -0.858 -1.124
F 3.337 -2.125 -1.245
F 3.023 -0.118 -1.990
F 5.037 -0.824 -1.560
C 4.239 -1.276 1.322
F 4.059 -0.799 2.571
F 3.665 -2.498 1.300
F 5.549 -1.439 1.124
H 3.862 1.725 -0.331
H 5.370 0.943 0.188
H 4.173 1.456 1.394
Br -0.048 0.077 -7.324
C -0.207 0.280 -5.461
C -1.119 -0.487 -4.745
C -1.176 -0.320 -3.375
N -0.412 0.551 -2.708
C 0.455 1.290 -3.413
C 0.594 1.192 -4.784
H -1.758 -1.201 -5.246
H -1.855 -0.916 -2.774
H 1.057 1.990 -2.844
H 1.317 1.796 -5.315
S 1.777 -4.337 -3.385
C 1.198 -2.762 -3.039
N 0.436 -2.631 -1.998
C 0.243 -3.860 -1.384
C -0.564 -4.100 -0.270
C -0.650 -5.384 0.226
C 0.050 -6.434 -0.376
C 0.833 -6.222 -1.494
C 0.920 -4.928 -1.995
H 1.482 -1.920 -3.657
H -1.134 -3.284 0.161
H -1.278 -5.588 1.084
H -0.032 -7.432 0.033
H 1.354 -7.041 -1.971

***

# 3
Formula: C29H30BrN7O4SV
Source: OMol25
Level of theory: ωB97M-V with the def2-TZVPD basis set

Properties
HOMO (spin up / spin down) ... -6.20 / -7.98 eV
Total energy ... -5723.7565 Ha
Multiplicity ... 4
Molar mass ... 703.52 g/mol
LUMO (spin up / spin down) ... 0.38 / 0.38 eV
Gap between HOMO and LUMO (spin up / spin down) ... 6.6 / 8.4 eV

Element x y z (Å)
V 0.139 0.600 0.594
C 2.311 5.089 -1.333
C 1.639 5.487 -0.030
N 0.233 5.086 0.014
C -0.723 6.046 -0.558
C -1.479 6.823 0.507
C -0.156 3.862 0.411
S 1.034 2.776 1.025
N -1.502 3.688 0.298
C -2.129 2.537 0.367
O -1.652 1.371 0.395
C -3.638 2.604 0.387
C -4.367 1.464 0.703
C -5.756 1.500 0.721
C -6.421 2.681 0.414
C -5.695 3.823 0.102
C -4.306 3.786 0.095
H 3.341 5.450 -1.359
H 1.783 5.507 -2.193
H 2.320 4.002 -1.427
H 1.661 6.570 0.108
H 2.154 5.041 0.816
H -1.413 5.519 -1.211
H -0.138 6.726 -1.178
H -2.024 6.136 1.153
H -2.194 7.509 0.045
H -0.794 7.410 1.123
H -3.833 0.557 0.953
H -6.317 0.612 0.984
H -7.503 2.712 0.420
H -6.208 4.747 -0.133
H -3.723 4.668 -0.139
O -3.779 -4.421 -0.294
C -2.835 -3.457 -0.405
C -3.104 -2.165 -0.833
C -2.059 -1.268 -0.859
N -0.790 -1.558 -0.511
C -0.570 -2.818 -0.163
Br 1.206 -3.352 0.219
C -1.538 -3.803 -0.076
H -4.635 -4.072 -0.568
H -4.098 -1.852 -1.128
H -2.232 -0.248 -1.173
H -1.294 -4.809 0.231
C 5.378 -1.655 1.135
N 4.255 -0.995 0.477
C 4.348 -0.705 -0.856
C 3.357 -0.127 -1.545
C 2.150 0.157 -0.810
O 1.126 0.687 -1.315
N 2.065 -0.148 0.514
C 3.093 -0.701 1.215
O 3.054 -0.952 2.412
H 6.284 -1.059 1.029
H 5.548 -2.641 0.703
H 5.138 -1.762 2.185
H 5.293 -0.971 -1.317
H 3.439 0.108 -2.593
N 0.412 -0.196 4.763
C 0.631 0.468 3.604
N -0.205 0.141 2.656
C -1.036 -0.830 3.235
C -2.109 -1.526 2.686
C -2.752 -2.453 3.481
C -2.346 -2.687 4.806
C -1.290 -1.991 5.365
C -0.652 -1.062 4.549
H 1.006 -0.151 5.571
H 1.427 1.187 3.494
H -2.425 -1.337 1.672
H -3.586 -3.015 3.078
H -2.869 -3.424 5.402
H -0.976 -2.168 6.386

***

Copy entry 3 word for word.
Formula: C29H30BrN7O4SV
Source: OMol25
Level of theory: ωB97M-V with the def2-TZVPD basis set

Properties
HOMO (spin up / spin down) ... -6.20 / -7.98 eV
Total energy ... -5723.7565 Ha
Multiplicity ... 4
Molar mass ... 703.52 g/mol
LUMO (spin up / spin down) ... 0.38 / 0.38 eV
Gap between HOMO and LUMO (spin up / spin down) ... 6.6 / 8.4 eV

Element x y z (Å)
V 0.139 0.600 0.594
C 2.311 5.089 -1.333
C 1.639 5.487 -0.030
N 0.233 5.086 0.014
C -0.723 6.046 -0.558
C -1.479 6.823 0.507
C -0.156 3.862 0.411
S 1.034 2.776 1.025
N -1.502 3.688 0.298
C -2.129 2.537 0.367
O -1.652 1.371 0.395
C -3.638 2.604 0.387
C -4.367 1.464 0.703
C -5.756 1.500 0.721
C -6.421 2.681 0.414
C -5.695 3.823 0.102
C -4.306 3.786 0.095
H 3.341 5.450 -1.359
H 1.783 5.507 -2.193
H 2.320 4.002 -1.427
H 1.661 6.570 0.108
H 2.154 5.041 0.816
H -1.413 5.519 -1.211
H -0.138 6.726 -1.178
H -2.024 6.136 1.153
H -2.194 7.509 0.045
H -0.794 7.410 1.123
H -3.833 0.557 0.953
H -6.317 0.612 0.984
H -7.503 2.712 0.420
H -6.208 4.747 -0.133
H -3.723 4.668 -0.139
O -3.779 -4.421 -0.294
C -2.835 -3.457 -0.405
C -3.104 -2.165 -0.833
C -2.059 -1.268 -0.859
N -0.790 -1.558 -0.511
C -0.570 -2.818 -0.163
Br 1.206 -3.352 0.219
C -1.538 -3.803 -0.076
H -4.635 -4.072 -0.568
H -4.098 -1.852 -1.128
H -2.232 -0.248 -1.173
H -1.294 -4.809 0.231
C 5.378 -1.655 1.135
N 4.255 -0.995 0.477
C 4.348 -0.705 -0.856
C 3.357 -0.127 -1.545
C 2.150 0.157 -0.810
O 1.126 0.687 -1.315
N 2.065 -0.148 0.514
C 3.093 -0.701 1.215
O 3.054 -0.952 2.412
H 6.284 -1.059 1.029
H 5.548 -2.641 0.703
H 5.138 -1.762 2.185
H 5.293 -0.971 -1.317
H 3.439 0.108 -2.593
N 0.412 -0.196 4.763
C 0.631 0.468 3.604
N -0.205 0.141 2.656
C -1.036 -0.830 3.235
C -2.109 -1.526 2.686
C -2.752 -2.453 3.481
C -2.346 -2.687 4.806
C -1.290 -1.991 5.365
C -0.652 -1.062 4.549
H 1.006 -0.151 5.571
H 1.427 1.187 3.494
H -2.425 -1.337 1.672
H -3.586 -3.015 3.078
H -2.869 -3.424 5.402
H -0.976 -2.168 6.386

***

Q: What is the formula in the second record?
A: C29H30BrF6N4O3S3SbSn

***

Q: Which value of total energy does entry 3 give?
A: -5723.7565 Ha